Entry 1:
ORCA calculation (ωB97M-V with the def2-TZVPD basis set) on C27H27FN4O5 in the gas phase.

The geometry in XYZ format:
```
64
Properties=species:S:1:pos:R:3
F -7.95903 2.43669 -0.59969
O -1.42006 -3.60235 -0.44401
O 1.56345 -0.06816 -1.09201
O 2.64717 2.40901 1.73770
O 3.23009 2.96895 -1.74750
O 0.62768 -3.40022 0.47219
N 4.40997 1.59763 0.59560
N 3.49292 -0.63537 -0.07412
N -2.71216 1.52209 0.78118
N -0.01231 -0.60477 0.99149
C 2.43997 3.70775 -2.53350
C -4.79084 2.72181 1.11418
C -6.66975 2.21500 -0.26006
C -1.45286 -5.84661 0.46678
C -5.94618 1.25574 -0.94535
C -1.83741 2.42994 1.34501
C 4.64630 0.63957 1.65886
C -2.11069 -0.98287 0.20150
C 4.27973 -0.77513 1.12906
C -0.70439 0.55173 1.08903
C 4.26944 -0.07666 -1.16481
C 1.61179 3.84099 -0.48969
C 2.14550 -0.43493 -0.09352
C -1.15188 -4.97590 -0.74994
C -6.10679 2.95352 0.76458
C -2.01788 -5.34391 -1.94637
C 2.73156 3.04184 -0.48985
C -0.44564 -2.91060 0.17095
C -4.03676 1.76196 0.43739
C -0.85316 -1.54386 0.42519
C 5.03549 1.16130 -0.63213
C 1.39754 -0.73658 1.20777
C 3.25145 2.32130 0.67540
C -0.60123 1.88079 1.54908
C 1.42776 4.27199 -1.81683
C -4.62901 1.03467 -0.59621
C -2.01274 0.34644 0.61345
H -3.06846 -5.24295 -1.68637
H 4.96096 -0.83108 -1.54939
H 4.02102 0.92809 2.50459
H -0.08692 -5.06390 -1.00396
H 6.06858 0.89857 -0.38594
H 0.26449 2.36270 1.95703
H -1.27150 -6.89097 0.22872
H 5.05224 1.96097 -1.36710
H -4.35264 3.27810 1.92754
H 5.18509 -1.32699 0.85931
H -2.95027 -1.51824 -0.19311
H 0.65048 4.90684 -2.18848
H -2.15164 3.43775 1.53343
H 1.69501 -0.00773 1.96774
H 2.69484 3.75447 -3.57437
H 1.00862 4.07579 0.36165
H -2.49149 -5.72232 0.76496
H 3.74432 -1.35101 1.87991
H -0.81067 -5.55819 1.29534
H 1.61582 -1.75717 1.53052
H 5.69610 0.68468 1.95945
H -4.04283 0.30864 -1.13467
H -6.41254 0.70039 -1.74352
H 3.56632 0.20341 -1.95060
H -6.69930 3.69116 1.28216
H -1.80179 -4.68378 -2.78216
H -1.82089 -6.36999 -2.24349
```

Energy relative to the best compared isomer or geometry (same formula, charge and spin) (eV): 0.000
SMILES: CC(C)OC(=O)c1cc2c(ccn2-c2ccc(F)cc2)n1CC(=O)N1CCN(C(=O)c2ccco2)CC1
M (g mol⁻¹): 506.5
2S+1: 1
Gap between HOMO and LUMO (Ha): 0.300
Strongest force on any atom (eV/Å): 1.4
Electronic energy (Ha): -1740.18618



Entry 2:
ORCA calculation (ωB97M-V with the def2-TZVPD basis set) on a molecular structure, C27H27FeN6O2Si.

The geometry in XYZ format:
```
64
Properties=species:S:1:pos:R:3
Fe 0.24545 0.00466 -0.22965
Si -0.99025 2.94322 -2.23250
O -1.48250 3.10838 2.11874
O -2.38129 -3.14699 -1.17548
N -1.56716 -1.18056 -0.23447
N 0.09479 1.74375 -1.63270
N 1.91214 0.40563 -1.85191
N 1.41308 1.30711 1.21366
N 0.80172 -2.31205 0.10266
N -1.23747 1.08322 0.99027
C 1.38384 1.65996 -1.96914
C -4.91072 0.92348 1.03457
C 1.47531 -4.73773 -1.07703
C -1.48955 -2.43030 -0.74897
C -2.70331 -0.54631 0.11955
C -0.08063 -2.97611 -0.65574
C 3.63764 -1.25768 -2.21318
C -4.01402 -1.00932 -0.11502
C 3.18267 0.17322 -2.20119
C 0.67947 2.39563 1.47785
C 2.60838 3.80027 1.45587
C -0.82088 2.23965 1.57126
C -3.65763 1.40071 1.30422
C 3.37125 2.67567 1.17787
C -5.09043 -0.27814 0.31672
C -0.60511 3.19769 -4.07262
C 3.53183 2.48675 -2.68378
C -0.92170 4.60224 -1.31379
C 4.03195 1.18465 -2.62013
C 2.22078 2.73440 -2.36647
C -2.76722 2.33951 -2.06431
C 2.73304 1.45342 1.08118
C 1.24306 3.65200 1.62980
C 0.22235 -4.18248 -1.26940
C 1.98728 -2.87656 0.32002
C 2.36748 -4.08533 -0.23934
C -2.51611 0.70286 0.84037
H 0.32648 3.74372 -4.23198
H -3.40987 2.80934 -2.81232
H 3.29413 0.54619 0.89119
H 4.17848 3.30236 -2.98679
H 4.44026 2.74215 1.03308
H -4.15218 -1.93738 -0.64499
H -1.62608 5.30754 -1.76356
H 2.65643 -2.33785 0.98134
H 0.06676 5.06754 -1.31835
H -1.22270 4.46000 -0.27216
H -3.16551 2.60608 -1.08399
H -6.09205 -0.62860 0.10429
H -0.50250 2.22262 -4.55474
H 1.80938 3.73480 -2.38072
H 3.01495 -1.85186 -1.55484
H -1.40387 3.74239 -4.58140
H -3.51863 2.31439 1.85719
H 3.34440 -4.49698 -0.02721
H 1.74525 -5.66761 -1.55956
H -5.77523 1.47968 1.37321
H 4.68370 -1.35302 -1.92231
H -2.84547 1.25623 -2.17910
H 3.07274 4.77474 1.52816
H -0.54169 -4.65965 -1.86664
H 0.59913 4.48668 1.86707
H 3.52657 -1.65212 -3.22572
H 5.04644 0.95249 -2.91419
```

M (g mol⁻¹): 551.5
2S+1: 6
Gap between HOMO and LUMO (spin up / spin down) (Ha): 0.262 / 0.185
Strongest force on any atom (eV/Å): 0.7
Electronic energy (Ha): -3077.43131



Entry 3:
ORCA calculation (ωB97M-V with the def2-TZVPD basis set) on a molecular structure, C27H27N2RuS5Si.

The geometry in XYZ format:
```
63
Properties=species:S:1:pos:R:3
Ru 0.53126 -0.40062 -0.29844
S 0.59243 -0.92852 -2.60739
S 0.23313 -2.87379 0.24446
S 1.34836 -0.21592 1.92870
S -1.03235 1.17832 -1.05708
S 1.98188 1.34616 -0.80289
Si -4.05827 2.69780 -0.34361
N -1.52726 -0.39737 0.83566
N 2.91194 -1.54073 -0.46454
C 3.86918 -0.65354 -0.23383
C -2.08116 0.65245 0.21261
C 1.93437 3.03498 -4.45882
C -3.31921 1.22010 0.56774
C -2.16939 -0.93368 1.88115
C -4.31298 2.25673 -2.14360
C 4.99758 -2.19163 1.18515
C 3.68816 0.64942 -0.95732
C -3.95766 0.62322 1.64209
C 1.12532 0.58827 -3.30900
C 0.51881 -2.89675 2.00299
C 0.26867 -4.08995 2.67777
C -2.93631 4.18445 -0.17449
C 0.50411 -4.19405 4.03599
C 0.98260 -3.08024 4.72056
C 1.80378 -3.63165 -0.27261
C 4.94164 -0.93716 0.59678
C 4.00440 -3.12321 0.91891
C 2.07150 2.82964 -3.09771
C 1.68730 1.61654 -2.54001
C 2.97046 -2.74854 0.07391
C 1.40271 2.01662 -5.24542
C 1.00067 0.81937 -4.68348
C 0.99757 -1.76473 2.67791
C -5.71341 3.07802 0.44969
C -3.38519 -0.45907 2.31338
C 1.21781 -1.89213 4.05731
H -6.40128 2.23175 0.39387
H -3.36562 2.11688 -2.66529
H -3.41724 5.06745 -0.60298
H -0.12157 -4.93476 2.12213
H 0.56199 0.04606 -5.30113
H -3.87583 -0.92222 3.15784
H 1.72979 -3.74225 -1.35589
H 0.30429 -5.12061 4.55677
H -4.87224 3.04425 -2.65468
H -1.69027 -1.76967 2.37606
H 2.22631 3.97786 -4.90063
H -6.18005 3.91435 -0.07621
H -5.61061 3.36601 1.49801
H 1.88437 -4.61609 0.18511
H 4.39857 1.40610 -0.63005
H 1.57617 -1.02768 4.60176
H -4.91515 1.00256 1.98025
H 3.82578 0.46917 -2.02263
H 2.47313 3.60585 -2.45768
H -1.98323 4.03332 -0.68182
H 5.70116 -0.19209 0.79121
H -4.88128 1.32799 -2.23123
H 1.28120 2.16785 -6.31066
H 5.80715 -2.43936 1.85930
H 4.01667 -4.10564 1.37180
H 1.16297 -3.13703 5.78674
H -2.72763 4.39116 0.87752
```

Energy relative to the best compared isomer or geometry (same formula, charge and spin) (eV): 1.166
M (g mol⁻¹): 669.0
2S+1: 2
Gap between HOMO and LUMO (spin up / spin down) (Ha): 0.254 / 0.248
Strongest force on any atom (eV/Å): 0.4
Electronic energy (Ha): -3530.00914



Entry 4:
ORCA calculation (ωB97M-V with the def2-TZVPD basis set) on C27H27N3O in the gas phase.

The geometry in XYZ format:
```
58
Properties=species:S:1:pos:R:3
O 5.08470 -2.13853 -1.97759
N 0.16251 2.65190 -0.17808
N 0.00364 2.60241 1.14088
N -1.17173 2.18413 1.40093
C 4.20440 -0.21314 -0.93772
C 2.00555 0.67432 -1.35126
C 1.41150 3.05144 -0.76627
C 8.38130 -2.20914 0.65336
C -5.17375 0.75556 -0.97602
C -8.20030 -4.28991 -0.81122
C 3.69236 2.06640 -0.37017
C -8.76235 -3.55051 0.39744
C 6.89488 -1.28703 2.29837
C -7.27129 0.05683 0.21661
C -3.86459 1.19480 -0.98123
C 5.92140 -1.11359 1.33167
C -3.20759 1.45948 0.21836
C 2.39147 1.90313 -0.82801
C 4.59408 1.02032 -0.42261
C 8.12672 -1.82470 1.96036
C -7.28287 -1.47626 0.25699
C 7.40708 -2.05201 -0.31348
C 2.90494 -0.37070 -1.41365
C -8.70565 -2.02938 0.25274
C -5.19968 0.82976 1.41216
C -0.96771 2.23837 -0.79187
C -1.83725 1.93611 0.24409
C -5.86197 0.57148 0.21720
C 6.17541 -1.48768 0.01347
C -3.89172 1.26868 1.41761
C 5.15024 -1.35531 -1.05167
H -5.67372 0.55642 -1.91377
H -7.79142 0.39413 -0.68278
H -8.71174 -3.97789 -1.71954
H -7.80834 0.44249 1.08594
H -8.33614 -5.36271 -0.69352
H -3.37609 1.47467 2.34260
H -1.06659 2.21185 -1.85646
H 5.60774 1.16654 -0.07990
H -7.13756 -4.09533 -0.92911
H -8.21104 -3.84722 1.29265
H 4.00193 3.02041 0.03065
H -3.35190 1.33445 -1.92183
H -6.76286 -1.81318 1.15686
H -9.20526 -1.73755 -0.67435
H 7.58286 -2.35414 -1.33526
H 8.88569 -1.95145 2.71826
H 9.33771 -2.63672 0.39141
H 0.99683 0.53247 -1.71147
H -5.72085 0.68884 2.34858
H -9.80459 -3.84739 0.53833
H 2.61480 -1.32543 -1.82584
H 6.69209 -1.00277 3.32036
H 4.95591 -0.71164 1.60237
H 1.82392 3.85720 -0.15386
H 1.21431 3.43146 -1.77442
H -6.73188 -1.85292 -0.60622
H -9.25928 -1.57879 1.08071
```

SMILES: CCCCCc1ccc(-c2cn(Cc3ccc(C(=O)c4ccccc4)cc3)nn2)cc1
M (g mol⁻¹): 409.5
2S+1: 1
Gap between HOMO and LUMO (Ha): 0.302
Strongest force on any atom (eV/Å): 1.3
Electronic energy (Ha): -1284.57138